ORCA calculation (ωB97M-V/def2-TZVPD) on C6H6Cl5INPtSi as an isolated structure.

Results
* orbital gap: 7.139 eV
* ΔE to the lowest compared entry with this formula, charge and spin: 1.028 eV
* net charge: +1
* calculated total energy: -3294.3453 a.u.

```
21
Properties=species:S:1:pos:R:3:forces:R:3:mulliken_charge:R:1
Pt -0.52460 1.40473 0.67084 -0.7 -1.1 0.0 0.364
Cl 1.40066 -0.46099 0.58618 -0.3 0.5 0.2 -0.102
C 2.06210 -0.08806 2.21973 -0.1 0.1 0.0 -0.265
Cl 0.87712 0.77083 3.19984 0.1 -0.1 0.0 -0.081
H 2.92467 0.54854 2.07508 0.1 0.0 0.0 0.304
H 2.30353 -1.02867 2.69641 0.0 -0.1 0.0 0.334
I -3.00234 2.53987 1.57965 0.6 0.3 0.0 0.091
C -3.52747 0.77249 0.62567 0.1 -0.2 -0.2 0.616
C -4.83438 0.38479 0.43331 0.0 -0.1 -0.1 -0.541
C -5.03694 -0.78140 -0.29479 -0.1 0.0 0.0 -0.225
C -3.94806 -1.48017 -0.78902 -0.1 0.0 0.0 -0.616
C -2.67678 -1.00620 -0.52904 0.1 0.1 0.2 -0.100
N -2.45690 0.10756 0.18527 -0.4 -0.3 0.0 -0.491
H -5.65978 0.96624 0.81667 0.0 0.0 0.0 0.371
H -6.04338 -1.13256 -0.48338 0.0 0.0 0.0 0.413
H -4.08112 -2.38273 -1.36844 0.0 0.0 0.0 0.387
H -1.79628 -1.52207 -0.88783 0.0 0.0 0.0 0.400
Cl 1.63468 2.08139 -1.76660 0.2 0.0 -0.4 -0.177
Si 0.59251 3.00633 -0.31354 0.1 0.3 0.4 0.662
Cl 1.81707 3.91504 1.00516 0.3 0.3 0.1 -0.181
Cl -0.74122 4.30714 -1.07855 -0.1 0.3 -0.2 -0.165
```
Positions in Å, forces in eV/Å.

---

ORCA calculation (ωB97M-V/def2-TZVPD) on a 3-piece molecular cluster, C18H27N2O8 overall.

Results
* orbital gap: 7.156 eV
* net charge: -1
* calculated total energy: -1413.3260 a.u.

```
55
Properties=species:S:1:pos:R:3:forces:R:3:mulliken_charge:R:1
C -0.26892 -2.89033 1.46921 -0.6 0.5 -0.2 -0.614
C -0.74058 -2.94090 -0.08500 -0.5 -0.8 2.1 -0.068
O 0.28006 -2.24105 -0.84804 -2.3 0.5 -1.3 -0.364
C -0.32291 -1.44812 -1.92502 0.4 -1.1 -0.2 -0.246
C 0.58003 -1.71532 -3.22412 1.6 2.8 -3.8 -0.094
N 1.17927 -1.50792 -4.26410 -3.2 -1.7 5.8 -0.587
C -0.44057 0.10072 -1.48716 1.1 0.3 0.2 2.132
C 0.77638 0.36140 -0.43598 0.6 0.3 4.0 -0.307
N 1.43334 0.50796 0.57437 -3.1 -0.7 -5.8 -0.718
C -0.41459 1.16340 -2.68048 1.8 2.8 0.4 -0.865
C 0.20074 2.65682 -2.06063 -2.7 0.9 2.4 0.430
C -0.70410 3.29412 -0.78694 0.8 1.0 -5.0 -0.496
O -0.68362 3.87433 -2.28497 2.4 -2.9 1.6 -0.543
C -1.89541 0.20940 -0.72915 -2.3 0.0 4.8 0.102
O -2.94298 0.24582 -1.46699 3.4 -0.2 1.3 -0.708
O -1.89441 0.19958 0.66072 0.6 0.0 -6.6 -0.721
H -0.82338 -3.66939 2.12877 1.4 1.4 -1.6 0.132
H -0.54370 -1.85577 1.90235 0.5 -1.5 -1.0 0.206
H 0.87078 -2.98740 1.51121 -1.6 -0.1 0.0 0.264
H -0.88633 -4.03902 -0.44545 0.6 1.7 0.4 0.264
H -1.78071 -2.46195 -0.11734 1.6 -0.3 -0.2 0.176
H -1.41008 -1.80400 -2.13300 2.0 0.6 0.0 0.436
H 0.36049 0.97822 -3.50106 -1.2 -0.4 1.1 0.297
H -1.42394 1.41445 -3.15005 1.3 -0.7 1.0 0.331
H 1.41176 2.79218 -2.01514 -3.4 -0.2 -0.3 0.144
H -0.23679 4.14732 -0.18661 -0.8 -1.8 -0.4 0.267
H -1.80013 2.97787 -0.73922 2.0 0.1 0.8 0.256
O 3.06967 3.58409 -3.51080 0.1 1.0 -0.1 -0.585
C 3.38522 4.70148 -3.17411 0.1 -0.8 0.0 0.864
O 2.95395 5.76910 -3.87491 -0.4 0.0 -0.3 -0.361
C 3.13889 7.13398 -3.47619 0.2 0.0 0.0 -0.401
C 4.51654 7.63320 -3.86743 0.2 0.0 -0.1 -0.933
C 4.32074 4.91735 -2.01677 -0.2 0.2 0.7 -1.042
H 2.93322 7.26021 -2.41027 0.1 -0.1 0.0 0.344
H 2.38258 7.71500 -4.01074 0.0 -0.3 0.0 0.307
H 5.30874 7.06504 -3.37752 -0.1 0.1 0.1 0.272
H 4.63260 8.68790 -3.60424 0.0 -0.1 0.0 0.345
H 4.66894 7.52113 -4.94424 -0.1 0.1 0.1 0.297
H 5.34614 4.74837 -2.34960 -0.1 0.0 0.0 0.249
H 4.06871 4.20227 -1.22997 0.1 -0.1 -0.3 0.329
H 4.24384 5.90412 -1.56138 0.1 0.0 -0.2 0.342
O -1.32984 -5.39870 2.84865 -0.8 -0.4 1.0 -0.627
C -2.19794 -5.63951 3.65606 0.5 -0.2 -0.5 0.828
O -2.50976 -4.73676 4.60585 0.1 0.5 -0.1 -0.359
C -3.61778 -4.85309 5.50921 0.1 -0.2 0.1 -0.422
C -3.26645 -5.73768 6.68990 0.1 -0.1 0.1 -0.947
C -2.89137 -6.97397 3.66130 -0.7 -0.1 -0.3 -1.126
H -4.51538 -5.18968 4.98427 0.1 -0.1 0.0 0.360
H -3.82753 -3.84238 5.86921 0.2 -0.1 -0.3 0.311
H -3.02288 -6.75439 6.37759 -0.1 0.0 0.0 0.269
H -4.09809 -5.78229 7.39798 0.1 0.0 -0.1 0.348
H -2.38556 -5.34797 7.20690 -0.1 0.1 0.0 0.306
H -2.25295 -7.70662 4.15764 0.0 0.0 -0.1 0.269
H -3.06254 -7.27905 2.62633 0.3 0.0 0.1 0.312
H -3.87139 -6.96357 4.13713 0.1 0.0 0.2 0.345
```
Positions in Å, forces in eV/Å.

---

ORCA calculation (ωB97M-V/def2-TZVPD) on one molecule with the formula CH3N5O.

Results
* orbital gap: 10.762 eV
* ΔE to the lowest compared entry with this formula, charge and spin: 0.648 eV
* calculated total energy: -388.8459 a.u.

```
10
Properties=species:S:1:pos:R:3:forces:R:3:mulliken_charge:R:1
C -0.32828 1.03053 -0.03347 -1.5 -2.8 0.4 0.613
H 1.05632 -1.62702 -0.79664 0.6 0.0 1.0 0.277
H 1.24458 -1.43289 0.89554 -0.1 -0.7 0.7 0.249
H 1.41402 1.36908 -0.17399 0.1 0.8 0.3 0.343
N 1.10565 -0.99689 0.01712 -0.2 1.1 -2.3 -0.704
N -0.10574 -0.31210 -0.02895 1.8 -0.5 0.5 0.707
N -1.23155 -0.97456 0.02237 -1.6 -0.4 0.3 -0.361
N -2.17596 -0.11551 0.05530 1.4 1.2 -0.6 -0.276
N -1.59836 1.16199 -0.02177 -2.3 0.6 0.4 -0.407
O 0.61934 1.89737 0.06449 1.9 0.6 -0.6 -0.441
```
Positions in Å, forces in eV/Å.

---

ORCA calculation (ωB97M-V/def2-TZVPD) on C20H23FN6RuS2SeSi as an isolated structure.

Results
* orbital gap (spin up / spin down): 6.609 / 6.965 eV
* ΔE to the lowest compared entry with this formula, charge and spin: 0.605 eV
* net charge: +1
* calculated total energy: -4786.3690 a.u.
* spin multiplicity: 2

```
55
Properties=species:S:1:pos:R:3:forces:R:3:mulliken_charge:R:1
Ru -0.24459 -0.54202 0.25903 -0.1 0.2 0.6 0.357
C 1.68484 1.30150 2.12267 0.1 -0.1 -0.1 -0.880
Si 0.96167 2.24737 0.66288 -0.2 -0.1 -0.2 0.089
C 2.10451 2.32524 -0.80480 0.0 0.0 0.0 -0.940
C 0.57950 3.98885 1.19534 0.1 0.0 0.0 -1.286
N -0.52246 1.31001 0.17520 0.2 0.2 0.3 0.602
C -1.66250 1.98497 -0.30342 0.1 0.0 -0.1 -0.897
C -2.28233 3.00143 0.42900 -0.1 0.0 0.1 -0.133
C -3.40367 3.65856 -0.04900 0.0 0.0 -0.1 -0.837
C -3.92935 3.31985 -1.29115 0.0 0.0 0.1 -0.611
C -3.33631 2.31520 -2.03707 0.1 -0.1 -0.1 -0.521
C -2.22751 1.66147 -1.53676 -0.1 0.1 -0.1 1.075
F -1.68967 0.67611 -2.27550 0.0 0.1 0.0 -0.277
H 2.77287 1.25253 2.05662 0.0 0.0 0.0 0.390
H 1.30095 0.27989 2.21782 0.0 0.0 0.0 -0.053
H 1.42828 1.81490 3.05120 0.0 0.0 0.0 0.458
H 3.13416 2.50917 -0.48826 0.0 0.0 0.0 0.348
H 1.80959 3.15113 -1.45645 0.0 0.0 0.0 0.359
H 2.09188 1.41374 -1.40052 0.0 -0.1 0.0 0.286
H 1.54536 4.49042 1.31266 0.0 0.0 0.0 0.422
H 0.05453 4.06446 2.14789 0.0 0.0 0.0 0.340
H 0.02046 4.53935 0.43814 0.0 0.0 0.0 0.391
H -1.88270 3.25947 1.40165 0.0 0.0 -0.1 0.454
H -3.85961 4.44024 0.54302 0.0 0.0 0.0 0.440
H -4.79484 3.83883 -1.67958 0.0 0.0 0.0 0.436
H -3.71193 2.02351 -3.00890 0.0 0.0 0.0 0.490
N -3.98672 0.35224 0.62005 -0.1 -0.2 0.2 -0.179
C -3.54195 -0.86829 0.30507 0.0 0.2 0.1 0.472
N -2.31255 -1.29830 0.53340 0.1 -0.2 -0.5 -0.221
C -2.21976 -2.65624 0.19180 0.1 0.0 0.1 -0.164
C -3.31557 -3.19932 -0.36177 0.0 0.0 0.0 -0.375
S -4.58505 -2.03132 -0.43128 0.0 0.0 0.0 -0.211
C -0.97193 -3.31623 0.56658 -0.1 0.0 0.0 -0.114
C -0.62018 -4.60794 0.45341 0.0 0.0 0.0 -0.147
S 0.95380 -4.85236 1.12976 -0.1 0.0 0.0 -0.181
C 1.03316 -3.18056 1.53316 0.0 0.0 0.1 0.504
N -0.02471 -2.48844 1.16012 0.1 -0.1 -0.2 -0.163
N 2.08668 -2.64462 2.17082 0.0 0.0 0.0 -0.221
H -3.39698 0.97509 1.14547 0.0 0.0 -0.1 0.203
H -4.96114 0.58193 0.54616 0.0 0.0 -0.1 0.215
H -3.46939 -4.20800 -0.70373 0.0 0.0 0.0 0.461
H -1.17331 -5.42532 0.02465 0.0 0.0 0.0 0.440
H 2.81356 -3.23048 2.54183 0.0 0.0 0.0 0.228
H 1.99822 -1.71948 2.55416 0.0 0.0 0.0 0.142
Se 0.65859 -1.27872 -1.75112 0.0 0.0 -0.2 0.022
C 2.52182 -1.63204 -1.49802 0.0 -0.1 0.0 0.326
C 3.28313 -1.10893 -0.46562 0.1 0.0 0.0 0.060
C 4.62928 -1.43561 -0.39525 0.0 0.0 0.0 -0.710
N 5.24668 -2.22063 -1.27171 0.0 0.0 0.0 -0.566
C 4.51210 -2.70202 -2.27227 0.0 0.0 0.0 -0.375
C 3.15890 -2.44243 -2.43109 0.0 0.0 0.0 -0.660
H 2.85215 -0.44535 0.26824 -0.1 0.1 0.1 0.566
H 5.24232 -1.03739 0.40716 0.0 0.0 0.0 0.362
H 5.02826 -3.33284 -2.98688 0.0 0.0 0.0 0.375
H 2.61943 -2.87259 -3.26478 0.0 0.0 0.0 0.406
```
Positions in Å, forces in eV/Å.

---

ORCA calculation (ωB97M-V/def2-TZVPD) on one molecule with the formula C5H6OS.

Results
* orbital gap (spin up / spin down): 8.370 / 7.746 eV
* ΔE to the lowest compared entry with this formula, charge and spin: 7.018 eV
* calculated total energy: -667.2802 a.u.

```
13
Properties=species:S:1:pos:R:3:forces:R:3:mulliken_charge:R:1
C -2.32754 -1.10047 0.19227 -0.6 2.4 -0.5 -0.543
C -2.54465 0.18614 0.04042 -0.9 0.5 1.0 -0.012
C -0.27994 1.16435 -0.20198 -0.9 -2.7 -0.1 0.221
C 0.45264 0.09266 -0.39345 -3.4 0.7 -0.5 -0.247
C 1.54393 -0.73450 -0.35823 2.6 0.5 1.4 -0.728
O -1.70364 1.29273 -0.06309 2.2 0.0 -0.4 -0.286
S 3.22255 0.24609 -0.10830 0.3 0.2 -1.3 -0.237
H -1.66505 -1.88954 0.10888 1.0 -1.3 -0.1 0.388
H -3.56410 0.66239 0.19073 1.1 -1.0 -0.4 0.266
H 0.34600 1.99973 -0.10640 -0.3 2.1 0.2 0.379
H 1.64834 -1.08792 0.63571 -0.5 -1.4 0.8 0.248
H 1.85430 -1.47042 -1.06814 -0.5 -0.2 -0.7 0.422
H 3.01717 0.63877 1.13157 -0.3 0.1 0.6 0.128
```
Positions in Å, forces in eV/Å.

---

ORCA calculation (ωB97M-V/def2-TZVPD) on an isolated ion of composition C12H34N4O6P3 and charge +1.

Results
* orbital gap: 10.221 eV
* net charge: +1
* calculated total energy: -2172.1661 a.u.

```
59
Properties=species:S:1:pos:R:3:forces:R:3:mulliken_charge:R:1
C 1.56491 3.16955 1.63417 0.0 0.1 -0.1 -1.407
C 0.94343 1.99732 0.87856 0.1 0.0 0.0 -0.099
N 1.92533 0.89458 0.68258 -0.3 -0.2 0.0 -0.305
P 1.86848 -0.08574 -0.63476 0.0 0.0 0.2 1.193
C 0.27593 -0.85549 -0.97504 0.0 -0.1 -0.2 -1.331
C -0.86667 0.09686 -1.35187 0.1 0.1 0.0 0.266
C -2.03606 -0.66870 -1.98623 0.0 -0.2 0.1 -1.019
P -3.49448 -1.00088 -0.97872 -0.1 0.0 0.0 0.790
O -4.38050 -1.96792 -1.62067 -0.1 0.0 0.0 -0.769
O -2.95796 -1.50279 0.44240 0.2 0.1 -0.1 -0.400
C -2.70201 -0.67355 1.58770 -0.1 0.1 0.1 -0.032
C -1.42777 -1.11536 2.27707 0.0 0.1 0.1 -1.157
O -4.06253 0.46110 -0.73210 0.0 -0.1 0.2 -0.283
C -5.48055 0.71045 -0.50057 0.0 0.1 -0.1 -0.261
C -6.13713 -0.23478 0.48122 -0.1 0.0 0.0 -1.001
C 3.13220 -1.35925 -0.40452 0.1 0.1 0.1 -1.903
C 3.23581 -2.06506 0.97886 0.1 -0.1 0.1 0.311
N 1.88107 -2.29528 1.47736 0.0 0.1 0.0 -0.430
N 3.94873 -1.22886 1.93217 -0.2 0.3 -0.1 -0.616
N 3.97913 -3.30735 0.88253 0.0 0.0 -0.1 -0.546
C 2.33727 0.75127 -2.17314 0.0 0.1 0.0 -1.056
P 2.49769 2.55010 -2.39573 0.0 0.0 0.1 0.739
O 3.21465 2.86370 -3.62328 -0.1 0.0 -0.1 -0.691
O 3.16667 3.00098 -1.03033 0.0 0.1 -0.2 -0.445
O 1.03185 3.16336 -2.24646 0.0 -0.3 0.2 -0.514
H 2.46251 2.85028 2.16288 -0.1 0.0 0.1 0.326
H 1.85504 3.96998 0.95579 0.0 -0.1 0.0 0.258
H 0.85816 3.57946 2.35366 0.0 0.0 0.0 0.393
H 0.58043 2.31660 -0.09835 0.0 0.0 0.1 0.351
H 0.09070 1.60078 1.43452 0.0 0.0 -0.1 0.291
H 1.96369 0.29066 1.50144 0.2 0.1 0.1 0.473
H 0.46755 -1.52187 -1.82607 0.0 0.0 0.0 0.661
H 0.01382 -1.48611 -0.12569 0.0 0.0 0.0 0.394
H -0.49607 0.83609 -2.06767 0.0 0.0 0.0 0.160
H -1.19355 0.66536 -0.48039 0.0 0.0 0.0 0.084
H -1.71439 -1.66233 -2.30900 0.0 0.0 -0.1 0.349
H -2.41712 -0.16242 -2.87379 0.0 0.0 0.0 0.461
H -3.55016 -0.77868 2.26496 0.0 -0.1 0.0 0.306
H -2.66232 0.37764 1.29418 0.0 0.0 0.0 0.380
H -1.33306 -2.20038 2.23841 0.0 0.0 0.0 0.353
H -0.53450 -0.66612 1.83955 0.0 -0.1 -0.1 0.041
H -1.45706 -0.81630 3.32601 0.0 0.0 0.0 0.488
H -5.97245 0.66896 -1.47203 0.0 0.0 0.0 0.294
H -5.51742 1.73708 -0.14186 0.1 0.0 0.0 0.317
H -5.55041 -0.33778 1.39374 0.0 0.0 0.0 0.187
H -6.30692 -1.21754 0.04620 0.1 0.0 0.0 0.326
H -7.10339 0.18760 0.76170 0.0 0.0 0.0 0.405
H 4.09674 -0.88400 -0.60365 0.0 0.0 -0.1 0.536
H 2.96663 -2.08615 -1.20492 0.0 0.0 0.0 0.464
H 1.97000 -2.72314 2.39673 0.0 0.0 0.0 0.336
H 1.42861 -3.00858 0.91125 0.0 0.0 0.0 0.249
H 3.38356 -0.98952 2.73621 0.1 -0.2 0.1 0.299
H 4.30099 -0.36780 1.53626 0.0 -0.1 0.0 0.269
H 4.97667 -3.14499 0.92837 0.0 0.0 0.1 0.309
H 3.76434 -3.85456 0.05749 0.0 0.0 0.0 0.264
H 1.65752 0.39532 -2.95197 0.1 0.0 0.0 0.601
H 3.33612 0.39122 -2.43533 0.0 0.0 0.0 0.630
H 3.72867 3.77823 -1.16100 0.1 0.0 0.1 0.365
H 0.44954 2.96469 -2.98887 0.0 0.2 -0.2 0.345
```
Positions in Å, forces in eV/Å.